No. 1
C19H39Be2Br4CsFInN4O14SV | wB97M-V/def2-TZVPD

The value obtained for the orbital gap is 1.575 eV. Its total charge is +1. The value obtained for the HOMO energy is -0.3470 hartree.

The geometry in XYZ format:
```
87
Properties=species:S:1:pos:R:3:forces:R:3
C 1.23712 0.38535 -2.34038 -1.35 -0.95 0.47
H 9.43560 4.78267 1.38359 -0.05 -0.03 0.06
C -0.86376 -3.55814 3.98955 0.04 0.28 -0.35
Be -2.85592 -4.74049 -0.11857 1.83 -3.11 -2.78
N 8.65335 4.37427 1.86374 0.34 0.23 -0.09
H -1.01521 -3.97604 1.90825 0.40 0.17 0.06
H -4.05764 1.01171 -3.67252 -0.57 0.36 0.62
F 0.76115 -2.43798 -5.22670 0.04 0.51 0.60
O -1.16861 -0.72135 2.38701 -0.17 0.98 -0.25
H -2.56528 -1.36326 -3.04799 -0.10 -0.43 0.89
C 2.56025 2.23874 -2.87271 -2.42 0.95 -1.00
O -0.59089 2.31873 -0.99788 -0.01 0.10 -0.36
H -3.11174 2.56165 -0.33824 -0.29 0.62 -0.48
In -0.54749 -2.05096 -1.26519 -0.93 -0.83 -2.66
H -5.16864 -0.47601 -1.99741 0.68 0.56 0.39
H -0.17957 -6.35467 4.63055 -0.44 0.07 0.71
H -4.98922 0.75387 -0.70809 0.30 -0.25 -0.83
H 0.93126 4.12586 1.09593 -0.81 -0.30 0.22
H -1.98027 5.01277 0.85533 -0.01 0.02 -0.91
H -1.95352 6.25953 -0.43099 0.06 -0.63 0.55
H 0.33482 0.94143 -2.69066 0.98 -0.31 -0.07
Cs 5.14034 1.88281 -3.63384 7.54 -6.25 -15.27
S -2.28599 -7.64558 -1.29798 0.29 -2.51 0.37
H -2.34222 0.61583 -1.70339 -0.41 -0.48 0.83
H -2.01120 -6.15679 4.74786 -0.16 2.32 0.17
O -2.98888 -8.04659 -0.07161 -0.03 0.50 0.16
H 6.59445 3.24876 2.79975 -0.11 -0.04 -0.08
C -1.11725 -6.51329 4.09443 2.88 -1.83 -1.88
H -4.24377 5.15667 -0.00929 0.69 -0.10 -0.68
O 1.34409 3.38999 5.07889 1.83 -0.57 -1.95
C -1.12842 -5.75992 2.77866 -0.70 1.35 -0.85
O -0.84862 -7.85051 -1.12846 -0.22 0.38 0.15
H -4.23926 3.60292 -3.09222 0.31 -0.55 0.63
Br 1.50113 -2.15294 0.94609 7.27 -1.65 2.20
C -4.51172 0.36580 -1.64837 -0.57 0.19 0.06
C 3.77783 2.91177 -2.03491 -2.23 0.80 3.69
H 0.79159 -1.37887 -3.62322 -0.03 -0.46 0.60
C -2.08778 5.13361 -0.25242 -0.88 0.15 0.99
O 3.81068 2.61338 2.83549 -1.50 0.56 1.09
Br 4.38940 -1.31379 2.16325 -0.13 -0.07 -0.02
O -2.76711 -8.41314 -2.43508 0.08 0.63 0.12
H 8.58264 4.48153 2.85804 -0.02 -0.04 -0.04
H -0.43161 -3.84408 -1.54988 -0.34 0.06 0.77
H 4.77233 2.30577 -2.23174 -5.92 4.96 10.90
C 7.74499 3.70041 1.10918 -0.20 -0.16 0.22
H -0.50710 3.19634 1.85563 0.43 0.47 -0.62
C -3.51903 4.75524 -0.76613 0.61 -0.27 0.80
N 6.70401 3.16538 1.80617 0.09 -0.02 -0.30
H -2.72734 2.68554 -2.82914 -0.82 0.18 0.42
H 1.38784 0.68983 -1.27050 -0.06 -0.49 -0.69
Br 4.13447 -3.98344 0.38985 -0.02 0.09 0.15
C -3.06109 -0.13496 -1.28320 -0.39 -0.40 -0.85
O 2.44535 0.81479 -3.06657 0.93 3.02 1.10
H 0.07334 -3.00792 3.90199 -0.06 0.05 0.16
C 3.24494 -2.78996 1.63657 0.61 -0.10 -0.62
O -0.31400 -1.77507 0.81798 -7.29 1.86 -1.11
C 1.05830 -1.13533 -2.54036 1.19 1.21 0.08
Br -2.90256 -7.25824 5.31610 -2.16 -1.30 1.61
N -0.80402 -0.56201 1.26744 -0.07 -1.00 1.11
H 6.01239 2.65933 1.28401 -0.11 0.02 0.26
Be -1.77947 6.30174 -2.15563 0.39 0.01 -0.81
H 3.90075 3.98376 -2.42773 -0.13 -1.56 0.63
O -1.02161 4.49241 -0.97689 -0.27 0.30 0.86
H 3.49173 2.92490 -0.93127 0.08 0.18 -1.37
C -2.65707 -1.50646 -1.93960 -0.05 1.28 0.24
V 2.59347 2.99789 3.98189 -0.33 -0.03 0.64
O 1.71878 2.98708 -3.36626 2.27 -1.69 1.49
O -1.24091 -6.35797 1.72751 -0.31 -0.12 0.11
C 0.20009 3.29137 1.00065 0.48 0.14 -0.34
H -1.68976 -2.84807 4.00091 0.10 0.03 0.18
C -3.77462 3.21704 -0.94852 -1.23 0.19 -0.72
H 3.04202 -3.36725 2.53409 0.06 0.08 -0.09
H -3.39700 -2.31731 -1.72446 0.49 0.45 -0.15
N -1.00595 -4.41353 2.82231 -0.36 -0.63 0.50
O -2.55185 -6.18566 -1.55006 -1.04 3.95 1.73
H 0.80404 2.34759 0.99663 -0.64 0.74 -0.15
H -5.60615 1.70263 -3.08379 0.77 -0.35 0.50
H 2.01786 -1.61531 -2.21336 -0.91 0.08 -0.37
O 7.85744 3.58512 -0.10586 -0.16 -0.04 -0.14
H -3.69418 5.32837 -1.72104 -0.08 -0.59 0.49
C -0.50713 3.33101 -0.38021 0.19 -1.10 0.38
C -4.55897 1.45711 -2.77097 0.58 -0.11 -0.27
H -0.86400 -4.12756 4.91678 -0.01 -0.06 -0.08
H -4.81414 3.02956 -0.56593 0.89 0.17 -0.23
C -3.78478 2.79504 -2.46344 0.52 -0.31 0.00
H -2.99895 -0.20005 -0.17108 0.21 0.22 -0.80
H -1.21656 -7.57443 3.88957 0.65 0.20 -0.68
```
Positions in Å, forces in eV/Å.

No. 2
S2 | wB97M-V/def2-TZVPD

The value obtained for the orbital gap is 5.499 eV. Its total charge is 0. The calculation puts the energy relative to the best compared isomer or geometry (same formula, charge and spin) at 78.0 kcal/mol. The value obtained for the HOMO energy is -0.3581 hartree.

The geometry in XYZ format:
```
2
Properties=species:S:1:pos:R:3:forces:R:3
S 0.00000 0.00000 1.29754 0.00 0.00 -5.67
S 0.00000 0.00000 -1.29754 0.00 0.00 5.67
```
Positions in Å, forces in eV/Å.

No. 3
CBrFNO2 | wB97M-V/def2-TZVPD

Its spin multiplicity is 3. The value obtained for the orbital gap (alpha / beta) is 8.392 / 6.430 eV. Its total charge is -1. The expectation value of S² is 2.01. The calculation puts the energy relative to the best compared isomer or geometry (same formula, charge and spin) at 0.0 kcal/mol. The value obtained for the HOMO energy (alpha / beta) is -0.1642 / -0.1868 hartree.

The geometry in XYZ format:
```
6
Properties=species:S:1:pos:R:3:forces:R:3
C 0.78968 -0.48983 0.04162 0.12 1.02 0.35
O 0.50359 -1.58564 -0.37181 -0.77 -0.43 -0.17
O 1.77887 0.14190 0.32478 3.50 0.06 0.26
F -0.17474 1.59745 -0.43441 0.29 -0.13 0.30
Br -2.62508 -0.18381 0.04581 -0.67 -0.04 0.21
N -0.27233 0.51993 0.39401 -2.46 -0.49 -0.95
```
Positions in Å, forces in eV/Å.

One value per record, in order, for strongest force on any atom: 18.14, 5.67, 3.51 eV/Å.